Density functional theory data (wB97M-V/def2-TZVPD) for a cluster of 2 separate species, CH5Cl2NSi in total at a distorted geometry.

The geometry in ORCA input format:
```
! wB97M-V def2-TZVPD RIJCOSX def2/J DEFGRID3
* xyz 0 1
C -1.98 -0.09 -0.32
N -2.06 0.01 0.91
Si 2.00 -0.12 0.11
Cl 1.40 -1.77 -0.98
Cl 2.22 1.40 -1.19
H -1.53 -0.90 -0.68
H 1.08 0.21 1.24
H -2.14 0.75 -1.13
H -2.27 0.91 1.35
H 3.29 -0.41 0.69
*
```

Calculated values
HOMO, eV: -9.84
Max |F|, eV/Å: 5.5
ΔE to the lowest compared entry with this formula, charge and spin, kcal/mol: 37.60
E_tot, a.u.: -1305.768091
Kohn-Sham gap, eV: 10.6
SMILES: Cl[SiH2]Cl.C=N